Record 1
Below is a molecular structure, C33H52FI2NO11P, with properties calculated with ωB97M-V/def2-TZVPD.

For the energy, the calculation gives -87271.7791 eV. The value obtained for the gap between HOMO and LUMO is 6.215 eV. As for the total charge: +1. The energy relative to the best compared isomer or geometry (same formula, charge and spin) comes out at 0.0 kJ/mol. The HOMO energy is -11.579 eV.

Each line ends with the Mulliken charge.
Cartesian coordinates (Å):
C1 0.1979 2.0203 3.8688  -0.0414
C2 -0.4775 1.6232 2.9293  -1.0467
C3 -1.1384 1.1206 1.6249  0.0299
C4 -2.0590 -0.1990 1.8476  0.8137
C5 -1.0283 -1.3138 2.3769  -0.1680
C6 0.2177 -1.5513 1.4103  -0.5243
C7 0.3748 -3.1220 1.0457  -0.2042
C8 0.7490 -3.2243 -0.5095  -0.9910
C9 -2.6746 -0.4871 0.4321  -1.8910
N1 -3.9288 -1.3356 0.3884  0.0349
I1 -4.6039 -0.8115 -1.5746  0.3788
C10 -3.4913 -2.7688 0.1784  1.4278
C11 -2.9121 -3.0698 -1.2686  -1.3191
C12 -2.1746 -3.3273 -2.2166  -0.3237
C13 -4.9227 -1.0598 1.4958  2.3984
C14 -5.2595 -2.3507 2.4189  -1.6155
C15 -4.1728 -2.8474 3.4309  -0.6281
C16 -3.5240 -4.2764 3.2024  -0.4348
F1 -3.9826 -5.0270 2.0895  -0.3023
C17 -6.3980 -0.6504 1.0262  -1.9282
P1 -7.4996 -1.9750 0.3149  1.2303
O1 -8.4487 -2.4901 1.3585  -0.7452
O2 -6.7474 -3.2469 -0.4483  -0.4686
O3 -8.4789 -1.2191 -0.8557  -0.5595
C18 -4.4143 0.1888 2.4016  -2.3505
I2 -5.3978 0.3169 4.3955  0.1093
C19 -4.7611 1.6418 1.8125  -0.4648
C20 -4.0880 2.8508 2.5985  -0.0079
C21 -4.1686 4.1565 1.6504  -0.7507
O4 -3.0429 4.2018 0.7548  -0.5218
O5 -3.0531 0.1788 2.7954  0.1786
H1 0.4761 2.4313 4.8764  0.4054
H2 -0.4061 0.9879 0.7663  0.5123
H3 -1.8728 1.9084 1.2415  0.2606
H4 -0.5970 -1.0187 3.3902  0.7978
H5 -1.5094 -2.3216 2.5366  -0.7720
H6 0.1675 -1.0205 0.4189  0.0159
H7 1.1721 -1.2693 1.9604  0.2921
H8 -0.5911 -3.6936 1.1796  0.0562
H9 1.1962 -3.6109 1.6417  0.4911
H10 1.8613 -3.0168 -0.6355  0.1362
H11 0.2217 -2.4500 -1.1460  0.1887
H12 0.4585 -4.2452 -0.9168  0.3749
H13 -2.9886 0.5235 0.0045  0.4716
H14 -1.8364 -0.8251 -0.2372  0.9809
H15 -4.3062 -3.5446 0.2065  0.5783
H16 -2.7234 -3.0586 0.9494  -0.1896
H17 -1.6798 -3.9523 -3.0104  0.3887
H18 -6.2150 -2.0961 2.9847  0.8331
H19 -5.5999 -3.2500 1.8134  0.5142
H20 -4.7009 -2.9286 4.4422  0.5491
H21 -3.3102 -2.1469 3.6538  0.1696
H22 -3.6773 -4.9225 4.1283  0.3268
H23 -2.3888 -4.1898 3.1065  0.1931
H24 -6.4891 0.2654 0.3828  0.6323
H25 -6.9445 -0.3618 1.9885  0.4724
H26 -6.7971 -3.1538 -1.4274  0.3363
H27 -8.2669 -0.2623 -0.8334  0.3623
H28 -4.6452 1.7392 0.6920  0.3021
H29 -5.8779 1.7899 2.0082  0.5895
H30 -3.0115 2.7034 2.8819  -0.0623
H31 -4.6803 3.1257 3.5287  0.4471
H32 -5.1644 4.1016 1.1270  0.3739
H33 -4.1632 5.0464 2.3643  0.3066
H34 -2.2400 4.3869 1.2862  0.3580
O6 2.4609 -0.3384 -1.6255  -0.6278
C22 3.3646 -0.6903 -2.3421  0.5804
O7 3.2130 -0.9824 -3.6577  -0.4100
C23 4.4583 -1.4714 -4.1847  -0.5407
C24 5.5181 -0.9455 -3.2489  0.0373
C25 4.7946 -0.9141 -1.9174  0.0021
H35 4.4238 -2.5648 -4.2025  0.2560
H36 4.5963 -1.1060 -5.2021  0.3663
H37 6.4240 -1.5522 -3.2414  0.4741
H38 5.7959 0.0705 -3.5385  -0.2657
H39 4.8654 -1.8697 -1.3918  0.3476
H40 5.1483 -0.1010 -1.2851  -0.2338
O8 5.9997 0.8969 -6.0142  -0.5739
C26 6.3203 2.0024 -5.6679  0.4486
O9 6.7084 2.3128 -4.4052  -0.2521
C27 6.9144 3.7281 -4.3014  -0.3808
C28 7.1587 4.1998 -5.7182  -0.5446
C29 6.3095 3.2395 -6.5304  -0.4467
H41 6.0204 4.1792 -3.8617  0.2321
H42 7.7657 3.9275 -3.6511  0.2937
H43 6.9056 5.2492 -5.8725  0.3441
H44 8.2128 4.0664 -5.9770  0.2712
H45 5.2810 3.5919 -6.6345  0.2610
H46 6.7480 3.0405 -7.5070  0.3045
O10 7.3227 2.4837 -1.1651  -0.5506
C30 6.7541 2.3110 -0.1232  0.5811
O11 6.5795 1.0900 0.4521  -0.3639
C31 5.7681 1.2261 1.6267  -0.3164
C32 5.9098 2.6744 2.0432  -0.5335
C33 6.0943 3.3792 0.7125  -0.4509
H47 4.7368 0.9661 1.3698  0.1741
H48 6.1227 0.5418 2.3980  0.3459
H49 5.0606 3.0412 2.6209  0.3249
H50 6.8098 2.7987 2.6519  0.2655
H51 5.1383 3.6471 0.2571  0.2572
H52 6.7346 4.2548 0.8056  0.3161


Record 2
Below is a molecular structure, C62H54Cl2N10O20, with properties calculated with ωB97M-V/def2-TZVPD.

For the energy, the calculation gives -145991.5946 eV. The value obtained for the gap between HOMO and LUMO is 5.661 eV. The energy relative to the best compared isomer or geometry (same formula, charge and spin) comes out at 4328.0 kJ/mol. The HOMO energy is -7.689 eV.

Each line ends with the Mulliken charge.
Cartesian coordinates (Å):
Cl1 -0.3894 -4.6022 -2.3215  -0.2065
C1 -0.5945 -3.5969 -0.9182  0.6731
C2 -0.6845 -4.3527 0.3491  0.5988
Cl2 -2.1436 -5.4241 0.2701  -0.1772
H1 -1.5166 -3.0500 -1.1148  -0.2924
H2 0.2693 -2.9322 -0.9020  -0.4943
H3 -0.7674 -3.5566 1.0891  -0.5740
H4 0.2000 -4.9872 0.4050  0.4894
C3 -2.3270 1.9631 -1.3906  1.8348
C4 -2.0681 2.8760 -2.3893  -0.1764
C5 -3.1416 3.4775 -3.1038  -1.2210
C6 -4.3687 3.1973 -2.8008  -0.4375
C7 -4.6382 2.3547 -1.6483  -1.2106
C8 -3.6055 1.8022 -0.9637  -0.4403
N1 -5.5064 3.6933 -3.6368  0.9744
O1 -6.5968 3.0965 -3.7297  -0.5819
O2 -5.2922 4.6162 -4.4426  -0.5989
H5 -1.4997 1.5431 -0.8379  -0.6613
H6 -1.0980 3.1994 -2.7368  0.8010
H7 -2.9815 4.1386 -3.9426  0.4873
H8 -5.6523 2.1636 -1.3296  0.5179
H9 -3.7328 1.1442 -0.1168  0.4920
C9 2.0162 1.8405 7.1099  -0.5436
C10 2.9856 0.9886 6.5861  -0.7416
C11 3.2476 0.9467 5.1815  -0.4815
C12 2.5864 1.8544 4.3626  0.9919
C13 1.7214 2.8211 4.9209  -0.4096
C14 1.3892 2.7961 6.3255  -0.7201
N2 2.9195 1.8157 2.8892  0.8804
O3 3.7996 1.0378 2.4961  -0.6569
O4 2.1682 2.4831 2.1947  -0.5315
H10 1.7167 1.7672 8.1450  0.4162
H11 3.5544 0.3700 7.2644  0.4172
H12 4.0130 0.2730 4.8256  0.6426
H13 1.2218 3.4824 4.2284  0.5184
H14 0.6122 3.4597 6.6753  0.4824
C15 2.5672 -1.6421 0.7602  -1.0615
C16 2.2451 -0.4701 1.4322  -0.1491
C17 1.2184 0.2676 0.9411  0.7691
C18 0.6017 -0.0006 -0.3157  0.3843
C19 1.1048 -1.0710 -1.1181  0.1756
C20 2.0078 -1.9223 -0.5189  -1.0885
N3 -0.5275 0.8985 -0.7329  -0.9211
O5 -0.9273 1.8689 -0.0879  1.2831
O6 -0.9976 0.6372 -1.8688  -0.3288
H15 3.2201 -2.3178 1.2926  -0.3358
H16 2.6948 -0.2045 2.3775  0.7619
H17 0.7745 1.0232 1.5723  0.0382
H18 0.5849 -1.4231 -1.9968  -1.3281
H19 2.3623 -2.7783 -1.0739  0.6582
C21 -3.2034 5.5576 0.6182  -0.6872
C22 -3.6155 4.4164 1.2173  -0.9260
C23 -2.6529 3.5202 1.7696  -0.3077
C24 -1.2918 3.8076 1.7565  0.5842
C25 -0.8520 4.8823 0.9750  -0.4348
C26 -1.8273 5.7729 0.5152  -0.7745
N4 -0.2098 2.9245 2.3096  0.8715
O7 -0.4523 1.7132 2.2268  0.0964
O8 0.7553 3.4526 2.7795  -0.5876
H20 -3.8432 6.3297 0.2171  0.4718
H21 -4.6902 4.3145 1.2488  0.4095
H22 -3.0561 2.6442 2.2558  0.5968
H23 0.1900 5.1188 0.8179  0.6835
H24 -1.5643 6.6607 -0.0406  0.4256
C27 -2.2523 1.5491 -4.7430  -1.1051
C28 -1.3044 0.9946 -3.9395  1.8642
C29 -0.1988 0.3446 -4.5042  -1.1041
C30 -0.1298 0.2166 -5.9493  -0.2011
C31 -1.2300 0.5146 -6.6841  -0.5932
C32 -2.2337 1.3481 -6.1358  -1.4278
N5 1.1361 -0.2835 -6.5683  1.4051
O9 2.1256 -0.5598 -5.8400  -0.6562
O10 1.0909 -0.4883 -7.7691  -0.6615
H25 -3.0540 2.1414 -4.3273  0.5869
H26 -1.3988 0.9365 -2.8652  0.2732
H27 0.5852 0.0233 -3.8344  1.0977
H28 -1.2604 0.4444 -7.7614  0.6411
H29 -2.9925 1.8162 -6.7454  0.5446
C33 -1.4448 -2.5396 6.2496  -0.7480
C34 -0.7136 -3.4581 5.5261  -1.0210
C35 0.1849 -2.9853 4.5516  0.3354
C36 0.3599 -1.5786 4.3747  -0.8348
C37 -0.4971 -0.6663 5.0867  -0.1695
C38 -1.3364 -1.1570 6.0444  -0.9093
N6 1.3472 -1.0924 3.3352  0.1221
O11 1.4453 0.1270 3.3250  0.6617
O12 1.9443 -1.8539 2.6216  -0.0111
H30 -2.1725 -2.8676 6.9771  0.4360
H31 -0.7685 -4.5232 5.6962  0.5461
H32 0.7538 -3.7496 4.0430  0.9354
H33 -0.6437 0.3602 4.7845  0.2351
H34 -1.9158 -0.3912 6.5386  0.5079
C39 -0.4102 -3.0071 -7.1116  -0.6622
C40 -1.3897 -2.2594 -6.4760  -0.8945
C41 -1.1082 -1.9307 -5.1541  0.0443
C42 0.0798 -2.2745 -4.4993  0.4045
C43 1.1597 -2.6667 -5.3022  -1.6330
C44 0.8451 -3.1075 -6.5321  -0.3996
N7 0.3149 -2.0753 -3.0183  1.1808
O13 -0.5243 -1.5662 -2.2769  0.4231
O14 1.2360 -2.6536 -2.5300  -0.4142
H35 -0.6150 -3.4078 -8.0934  0.4577
H36 -2.3841 -2.2401 -6.8968  0.4982
H37 -1.8456 -1.4097 -4.5614  0.7394
H38 2.1879 -2.8070 -5.0029  0.4978
H39 1.5571 -3.6004 -7.1774  0.4228
C45 -0.9594 -1.0439 1.7297  0.8262
C46 -1.5428 -0.9895 0.4989  0.9578
C47 -2.5484 -1.8651 0.1562  -1.5276
C48 -2.9729 -2.7850 1.0024  -0.0612
C49 -2.4426 -2.7937 2.3383  -0.7572
C50 -1.4833 -1.8996 2.6943  1.0147
N8 -4.0592 -3.6374 0.6528  1.2354
O15 -4.6059 -4.2649 1.5183  -0.6797
O16 -4.4482 -3.6371 -0.4884  -0.6724
H40 -0.0620 -0.5052 1.9960  -0.6920
H41 -1.1837 -0.4355 -0.3558  0.3066
H42 -2.9865 -1.7931 -0.8284  0.1608
H43 -2.9946 -3.3923 3.0478  0.6586
H44 -1.0461 -1.7879 3.6755  -0.7283
C51 1.6647 2.1710 -3.6349  -0.4365
C52 0.6623 2.1766 -2.6691  2.0733
C53 0.3859 3.4168 -2.0934  0.4854
C54 1.0924 4.5313 -2.3837  -0.7621
C55 2.0969 4.4350 -3.3109  -0.4687
C56 2.3123 3.3055 -3.9955  -1.4685
N9 0.8196 5.8620 -1.7848  0.8982
O17 1.4654 6.8077 -2.2718  -0.6389
O18 0.0992 5.8981 -0.7084  -0.5450
H45 1.9155 1.1894 -4.0091  0.5630
H46 0.2144 1.2375 -2.3794  -0.8906
H47 -0.4723 3.4698 -1.4399  -0.5710
H48 2.6174 5.3455 -3.5685  0.5315
H49 3.1411 3.2506 -4.6858  0.4682
C57 5.8721 -2.9454 2.4584  -1.0556
C58 4.5515 -2.4956 2.6628  -0.2256
C59 3.6249 -3.3032 3.3120  2.7170
C60 4.0297 -4.5076 3.9827  -0.4632
C61 5.3578 -4.8990 3.8302  -0.5132
C62 6.2848 -4.1408 3.0510  -0.6836
N10 3.0202 -5.4557 4.5515  0.9173
O19 1.9596 -4.9402 4.9464  -0.5738
O20 3.2360 -6.6501 4.5685  -0.5653
H50 6.5757 -2.5963 1.7171  0.4143
H51 4.1309 -1.5870 2.2580  0.4753
H52 2.6086 -2.9383 3.3322  -1.3094
H53 5.7813 -5.6811 4.4430  0.4298
H54 7.3264 -4.4228 3.0071  0.4010